This record from OMol25 describes C22H30N4O6S2 in the gas phase in a non-equilibrium geometry. The level of theory is the ωB97M-V functional and the def2-TZVPD basis.

Properties
orbital gap: 8.91 eV
SMILES string: CCOC(=O)C1CCN(C(=O)Cn2cnc3sc(C)c(S(=O)(=O)N4CCCCC4)c3c2=O)CC1
E: -2323.2387 Eh
net charge: 0

Each line ends with the Mulliken charge.
Cartesian coordinates (Å):
C 0.689 3.957 1.413  -0.4869
C 1.883 4.404 0.583  -0.3754
O 1.851 3.808 -0.718  -0.4124
C 2.330 2.574 -0.831  0.2438
O 2.879 1.967 0.053  -0.6347
C 2.019 1.987 -2.197  0.4263
C 0.800 1.093 -1.934  0.5122
C 0.481 0.190 -3.120  -1.9861
N 1.650 -0.578 -3.490  0.1530
C 1.908 -1.872 -3.233  0.9136
O 2.939 -2.420 -3.576  -0.6842
C 0.889 -2.662 -2.391  -1.0213
N 1.129 -2.307 -1.002  0.2831
C 2.331 -2.609 -0.455  -0.0519
N 2.726 -2.239 0.712  -0.6531
C 1.882 -1.436 1.386  0.3934
S 2.286 -0.715 2.897  -0.3079
C 0.764 0.145 2.930  1.5433
C 0.491 1.046 4.077  -1.7547
C -0.006 -0.143 1.845  -0.9426
S -1.569 0.637 1.442  1.2540
O -1.948 1.498 2.534  -0.9066
O -1.448 1.255 0.155  -0.6687
N -2.574 -0.673 1.359  0.5030
C -3.646 -0.636 0.391  -0.7719
C -4.133 -2.059 0.144  -0.4256
C -4.581 -2.689 1.461  -0.8391
C -3.437 -2.640 2.470  -0.7392
C -2.963 -1.199 2.645  -0.4662
C 0.615 -1.060 0.950  -0.1546
C 0.134 -1.582 -0.308  0.2428
O -0.970 -1.458 -0.798  -0.5798
C 2.745 0.279 -3.908  -1.1936
C 3.185 1.151 -2.730  -0.6765
H 0.718 2.882 1.569  -0.1523
H -0.240 4.194 0.903  0.2647
H 0.703 4.456 2.378  0.4415
H 1.861 5.481 0.403  0.3048
H 2.821 4.126 1.075  0.3109
H 1.762 2.791 -2.890  0.4897
H 1.030 0.473 -1.068  -0.7465
H -0.076 1.686 -1.674  0.7474
H 0.198 0.798 -3.987  0.5512
H -0.361 -0.448 -2.860  0.4976
H 1.092 -3.725 -2.542  0.4993
H -0.154 -2.449 -2.622  0.4401
H 3.005 -3.198 -1.061  0.4311
H 1.287 1.783 4.170  0.4560
H -0.460 1.551 3.928  0.3714
H 0.459 0.474 5.004  0.4537
H -3.228 -0.198 -0.514  0.2932
H -4.473 -0.006 0.753  0.4524
H -4.955 -2.044 -0.574  0.3707
H -3.308 -2.631 -0.279  0.1341
H -4.892 -3.723 1.298  0.3851
H -5.437 -2.137 1.856  0.3182
H -2.604 -3.241 2.102  0.2567
H -3.755 -3.039 3.434  0.4090
H -2.090 -1.147 3.299  0.3375
H -3.760 -0.585 3.091  0.3102
H 2.408 0.903 -4.741  0.3527
H 3.565 -0.357 -4.242  0.5325
H 3.552 0.510 -1.924  0.2470
H 4.002 1.801 -3.044  0.5045